C40H45F12N8O2SY | the ωB97M-V functional and the def2-TZVPD basis

The geometry in XYZ format:
```
109
Properties=species:S:1:pos:R:3:forces:R:3
Y -0.135 -0.366 -0.088 1.3 1.2 0.1
C 6.731 0.137 0.508 -0.1 0.0 0.0
C 5.287 0.016 0.929 0.1 0.1 0.0
C 4.694 0.948 1.777 0.1 0.0 0.0
C 3.364 0.849 2.112 0.0 0.1 0.0
C 2.527 -0.167 1.621 0.0 -0.3 0.0
N 1.148 -0.148 1.872 0.0 0.1 0.0
C 0.714 0.051 3.175 0.0 -0.1 -0.2
C 1.596 -0.079 4.270 0.0 0.0 0.1
C 1.206 0.110 5.580 0.1 -0.1 0.0
C -0.106 0.418 5.912 0.0 0.0 0.1
C -0.551 0.612 7.343 0.0 0.0 -0.1
C -1.004 0.480 4.863 -0.1 -0.1 -0.2
C -0.647 0.295 3.526 0.0 0.1 0.1
C -1.732 0.286 2.450 -0.2 0.0 0.1
O -1.312 0.752 1.239 -0.7 0.0 0.5
C -2.208 -1.186 2.233 -0.3 -0.1 -0.2
F -3.079 -1.268 1.197 0.0 0.0 0.0
F -2.778 -1.796 3.261 0.2 0.1 0.2
F -1.143 -1.950 1.848 -0.1 0.2 -0.2
C -2.999 1.136 2.804 0.3 0.1 -0.1
F -3.785 1.296 1.730 -0.1 0.0 -0.1
F -2.633 2.366 3.192 0.0 0.1 0.1
F -3.782 0.617 3.762 -0.1 0.0 0.2
C 3.137 -1.149 0.805 0.1 0.0 0.0
C 4.494 -1.022 0.479 -0.1 -0.1 0.1
C 2.314 -2.359 0.323 -0.2 -0.2 0.1
O 1.105 -2.012 -0.233 1.1 -0.8 0.1
C 2.113 -3.335 1.537 0.0 0.1 -0.4
F 1.546 -4.494 1.132 0.0 0.0 0.1
F 1.326 -2.834 2.478 0.0 0.0 0.1
F 3.287 -3.640 2.107 0.0 -0.1 0.1
C 3.049 -3.196 -0.780 -0.1 0.4 0.0
F 4.108 -3.887 -0.351 0.2 -0.2 0.1
F 2.230 -4.061 -1.375 -0.1 -0.1 0.0
F 3.504 -2.375 -1.760 0.0 0.0 -0.1
H 7.330 0.625 1.279 0.0 0.0 0.0
H 6.831 0.728 -0.406 0.0 0.0 0.0
H 7.170 -0.843 0.312 0.0 0.0 0.0
H 5.289 1.762 2.182 0.0 0.0 0.0
H 2.925 1.574 2.784 0.0 0.0 0.0
H 2.620 -0.364 4.072 -0.1 0.0 0.1
H 1.945 -0.005 6.369 0.0 0.0 0.0
H 0.293 0.873 7.983 0.0 0.0 0.0
H -1.005 -0.294 7.756 0.0 0.0 0.0
H -1.291 1.411 7.423 0.0 0.0 0.0
H -2.040 0.662 5.112 0.0 0.0 0.0
H 4.977 -1.774 -0.128 0.0 0.0 0.0
C -3.108 -5.128 -1.809 -0.1 0.0 -0.1
C -1.855 -4.777 -1.337 0.0 0.0 0.0
C -1.495 -3.439 -1.263 0.1 0.0 0.0
C -2.396 -2.469 -1.677 0.4 0.2 0.0
C -3.655 -2.809 -2.158 -0.2 0.1 0.0
C -4.008 -4.143 -2.217 0.0 -0.1 0.0
N -1.955 -1.104 -1.562 -0.5 -0.9 0.3
N -2.565 -0.307 -2.267 -0.6 0.7 -0.8
C -2.261 1.089 -2.124 -0.2 -0.4 0.0
C -3.065 1.928 -2.870 -0.2 0.2 -0.1
C -2.980 3.292 -2.633 0.0 -0.1 -0.1
C -2.121 3.738 -1.645 0.0 0.0 0.1
C -1.324 2.815 -0.982 0.1 0.0 -0.1
N -1.359 1.516 -1.252 -0.2 -0.1 -0.1
H -3.394 -6.171 -1.854 0.0 0.0 0.0
H -1.151 -5.537 -1.022 0.0 0.0 0.0
H -0.504 -3.161 -0.921 0.0 0.0 0.0
H -4.348 -2.032 -2.452 0.0 0.0 0.0
H -4.991 -4.421 -2.572 0.0 0.0 0.0
H -3.764 1.498 -3.574 0.0 0.0 0.0
H -3.601 3.985 -3.185 0.0 0.0 0.0
H -2.073 4.784 -1.375 0.0 0.0 0.0
H -0.644 3.118 -0.198 -0.1 0.0 0.0
C 0.504 -1.417 -5.672 -0.1 0.0 0.0
C 1.715 -1.365 -4.744 0.1 0.0 0.1
C 2.557 -2.620 -4.938 0.1 -0.1 0.0
C 2.559 -0.125 -5.047 0.1 0.0 0.0
N 1.251 -1.404 -3.342 -0.2 0.0 -0.3
N 0.384 -0.350 -2.951 -0.2 -0.1 0.2
H 0.828 -1.595 -6.699 0.0 0.0 0.0
H -0.060 -0.479 -5.667 0.0 0.0 0.0
H -0.165 -2.230 -5.375 0.0 0.0 0.0
H 2.924 -2.676 -5.965 0.0 0.0 0.0
H 1.962 -3.509 -4.720 0.0 0.0 0.0
H 3.418 -2.619 -4.267 0.0 0.0 0.0
H 2.882 -0.122 -6.090 0.0 0.0 0.0
H 3.448 -0.101 -4.411 0.0 0.0 0.0
H 1.991 0.793 -4.882 0.0 0.0 0.0
H 2.031 -1.401 -2.701 0.0 -0.1 0.1
H -0.487 -0.517 -3.438 0.0 0.1 0.0
H 0.725 0.573 -3.220 0.1 0.0 0.1
C 2.175 5.488 -0.022 0.0 -0.1 0.0
N 1.661 4.123 -0.113 -0.1 0.0 0.1
C 1.370 3.555 1.202 0.1 0.0 -0.1
C 1.830 3.340 -1.206 -0.1 0.0 0.2
S 2.094 1.673 -1.069 0.1 0.1 -0.2
N 1.786 3.973 -2.409 0.1 0.0 0.0
C 0.943 5.134 -2.666 0.0 0.0 0.1
C 2.264 3.332 -3.621 0.0 0.0 0.0
H 2.898 5.522 0.796 0.0 0.0 0.0
H 1.383 6.207 0.196 0.0 0.0 0.0
H 2.686 5.778 -0.932 0.0 0.0 -0.1
H 0.679 4.224 1.721 0.0 0.0 0.0
H 2.289 3.476 1.783 0.0 0.0 0.0
H 0.934 2.563 1.130 0.0 0.0 0.0
H 0.353 5.382 -1.789 0.0 0.0 0.0
H 0.256 4.889 -3.480 0.0 0.0 0.0
H 1.524 6.008 -2.964 0.0 0.0 0.0
H 2.969 2.544 -3.380 0.0 0.0 0.0
H 2.752 4.083 -4.245 0.0 0.0 0.0
H 1.432 2.903 -4.188 0.0 0.0 0.0
```
Positions in Å, forces in eV/Å.

Values from the calculation:
- relative energy (zero: lowest compared OMol25 entry of this formula, charge and spin) (kcal/mol) = 20.5
- molar mass (g/mol) = 1018.8
- calculated total energy (Eh) = -3774.8706
- total charge = 0
- spin multiplicity = 1

Here are the Löwdin charges for atoms 1 to 6, given in e:
1 Y 1.434
2 C -0.054
3 C -0.274
4 C -0.045
5 C -0.075
6 C -0.300